ORCA calculation (ωB97M-V with the def2-TZVPD basis set) on C5H8O2 in the gas phase.

* LUMO: 0.939 eV
* maximum force: 4.26 eV/A
* gap between HOMO and LUMO: 9.42 eV
* energy above the lowest of the compared OMol25 structures with the same formula, charge and spin: 5.7720 eV
* charge: 0

Last column: natural (NBO) charge in e.
CARTESIAN COORDINATES (ANGSTROEM)
C1 1.370 0.667 -1.246  -0.624
C2 -0.055 0.389 -0.771  -0.013
C3 -1.154 0.417 -1.838  -0.635
C4 -0.184 0.132 0.501  -0.036
C5 -0.205 -0.173 1.810  0.035
O1 0.207 -1.352 2.301  -0.273
O2 -0.301 -1.664 3.647  -0.426
H1 1.158 0.782 -2.359  0.200
H2 2.146 -0.113 -1.057  0.224
H3 1.850 1.503 -0.892  0.219
H4 -1.871 1.248 -1.644  0.228
H5 -1.774 -0.439 -1.834  0.226
H6 -0.753 0.432 -2.814  0.211
H7 -0.435 0.696 2.507  0.202
H8 0.002 -2.523 3.688  0.462

=====

ORCA calculation (ωB97M-V with the def2-TZVPD basis set) on a molecular structure, C2H3Li.

* LUMO (alpha / beta): 3.543 / 4.183 eV
* maximum force: 2.72 eV/A
* multiplicity: 2
* gap between HOMO and LUMO (alpha / beta): 3.23 / 7.39 eV
* charge: -1

Last column: natural (NBO) charge in e.
CARTESIAN COORDINATES (ANGSTROEM)
C1 0.300 0.582 -0.090  -0.561
H1 1.321 0.887 -0.380  0.123
C2 -0.097 -0.670 0.202  -0.820
H2 0.756 -1.372 0.312  0.131
Li1 -2.059 -0.975 -0.418  -0.020
H3 -0.221 1.548 0.373  0.147

=====

ORCA calculation (ωB97M-V with the def2-TZVPD basis set) on a molecular structure, C4H10Br2N.

* LUMO: -4.133 eV
* maximum force: 3.32 eV/A
* gap between HOMO and LUMO: 10.32 eV
* energy above the lowest of the compared OMol25 structures with the same formula, charge and spin: 0.2721 eV
* charge: +1

Last column: natural (NBO) charge in e.
CARTESIAN COORDINATES (ANGSTROEM)
C1 0.358 -0.230 -1.907  -0.626
C2 -0.187 0.349 1.901  -0.404
C3 -0.900 0.026 -1.123  -0.567
C4 -1.099 -0.885 -0.003  0.124
N1 -0.132 -0.916 1.107  -0.609
Br1 -0.925 -2.862 -0.625  0.061
Br2 -2.946 -0.740 0.739  0.140
H1 0.222 0.349 -2.801  0.252
H2 0.215 -1.175 -2.316  0.237
H3 1.274 0.061 -1.397  0.212
H4 0.829 0.568 1.885  0.227
H5 -0.900 0.954 1.433  0.239
H6 -0.454 0.098 2.904  0.244
H7 -1.674 -0.220 -1.831  0.271
H8 -1.039 1.120 -0.909  0.261
H9 0.844 -1.122 0.783  0.466
H10 -0.565 -1.679 1.695  0.473

=====

ORCA calculation (ωB97M-V with the def2-TZVPD basis set) on a gas-phase ion, C7H13N2O2 (charge +1).

* LUMO (alpha / beta): -6.157 / -6.159 eV
* maximum force: 5.87 eV/A
* gap between HOMO and LUMO (alpha / beta): 7.72 / 7.72 eV
* energy above the lowest of the compared OMol25 structures with the same formula, charge and spin: 6.2896 eV
* charge: +1

Last column: natural (NBO) charge in e.
CARTESIAN COORDINATES (ANGSTROEM)
C1 2.515 1.400 -0.945  -0.631
C2 2.457 0.100 -0.208  0.167
N1 3.114 -0.895 -0.150  0.357
O1 3.539 -1.893 0.244  -0.108
C3 1.089 -0.056 0.637  0.372
C4 1.260 0.674 1.879  -0.728
N2 0.219 -0.504 -0.105  -0.349
C5 -1.257 -0.712 -0.023  0.389
C6 -1.899 0.301 -1.009  -0.603
C7 -1.391 -2.173 -0.492  -0.653
O2 -1.719 -0.400 1.253  -0.687
H1 1.775 2.014 -0.742  0.245
H2 3.551 1.794 -0.899  0.271
H3 2.501 1.280 -1.965  0.271
H4 1.538 -0.088 2.568  0.268
H5 1.883 1.609 1.905  0.268
H6 0.323 0.910 2.297  0.286
H7 -1.221 0.577 -1.712  0.211
H8 -2.211 1.126 -0.482  0.231
H9 -2.650 -0.251 -1.469  0.229
H10 -2.285 -2.616 -0.273  0.230
H11 -1.095 -2.280 -1.633  0.254
H12 -0.773 -2.900 0.102  0.227
H13 -1.977 -1.272 1.549  0.484

=====

Q: The lowest charge belongs to which entry?
A: C2H3Li

=====

Q: The lowest maximum force belongs to which entry?
A: C2H3Li

=====

Q: Which value of maximum force does entry 4 give?
A: 5.87 eV/A